(1)
{
  "formula": "C5H10O",
  "method": "ωB97M-V with the def2-TZVPD basis set",
  "elements": ["C", "C", "C", "C", "C", "H", "H", "H", "H", "H", "H", "H", "H", "O", "H", "H"],
  "xyz": [[-1.370, 3.619, 0.421], [-0.379, 2.762, 0.406], [-0.313, 1.565, 1.201], [0.348, 0.473, 1.002], [0.048, -0.806, 1.779], [-1.267, 4.594, -0.081], [-2.410, 3.193, 0.679], [0.529, 2.841, -0.165], [-0.894, 1.633, 2.085], [1.214, 0.321, 0.172], [0.200, -1.663, 1.115], [-0.988, -0.743, 1.953], [0.643, -0.902, 2.678], [1.669, -5.661, -4.687], [2.231, -5.264, -4.079], [0.738, -5.961, -4.479]],
  "e_homo_ha": -0.3208,
  "homo_lumo_gap_ev": 9.716,
  "e_above_lowest_kj_mol": 258.52,
  "smiles": "C=C/C=C/C.O",
  "charge": 0
}

***

(2)
{
  "formula": "C47H41CeN8O3PS3",
  "method": "ωB97M-V with the def2-TZVPD basis set",
  "elements": ["Ce", "N", "C", "N", "C", "C", "S", "C", "C", "S", "C", "N", "N", "H", "H", "H", "H", "H", "H", "C", "C", "C", "C", "C", "C", "P", "C", "C", "C", "C", "C", "C", "C", "C", "C", "C", "C", "C", "H", "H", "H", "H", "H", "H", "H", "H", "H", "H", "H", "H", "H", "H", "O", "C", "O", "C", "C", "C", "C", "C", "C", "C", "C", "C", "N", "H", "H", "H", "H", "H", "H", "C", "C", "N", "C", "C", "C", "C", "C", "C", "C", "C", "N", "C", "N", "H", "H", "H", "H", "H", "H", "H", "H", "H", "C", "S", "C", "O", "H", "H", "H", "H", "H", "H"],
  "xyz": [[-0.658, -0.874, 0.187], [-0.135, -2.541, 3.526], [-1.311, -2.833, 2.892], [-2.009, -1.969, 2.191], [-3.181, -2.513, 1.704], [-3.404, -3.760, 2.120], [-2.118, -4.367, 3.047], [-4.060, -1.636, 0.912], [-5.363, -1.777, 0.714], [-5.971, -0.426, -0.204], [-4.399, 0.254, -0.207], [-3.477, -0.517, 0.348], [-4.151, 1.479, -0.712], [0.177, -1.570, 3.631], [0.369, -3.241, 4.036], [-4.253, -4.325, 1.835], [-6.046, -2.585, 0.885], [-4.765, 1.763, -1.462], [-3.194, 1.734, -0.882], [4.367, -0.095, 5.708], [4.949, 0.259, 4.507], [4.159, 0.521, 3.417], [2.788, 0.478, 3.511], [2.174, 0.226, 4.773], [2.981, -0.049, 5.845], [1.726, 0.639, 2.025], [2.755, 1.575, 0.808], [2.726, 2.954, 0.682], [3.433, 3.590, -0.343], [4.233, 2.839, -1.228], [4.310, 1.468, -1.036], [3.554, 0.851, -0.088], [0.309, 1.703, 2.402], [0.396, 2.937, 3.098], [-0.665, 3.809, 3.136], [-1.837, 3.411, 2.453], [-1.930, 2.193, 1.830], [-0.864, 1.285, 1.778], [4.981, -0.375, 6.557], [6.033, 0.212, 4.465], [4.575, 0.722, 2.451], [1.109, 0.370, 4.945], [2.524, -0.278, 6.814], [2.198, 3.585, 1.363], [3.432, 4.658, -0.408], [4.673, 3.338, -2.063], [4.925, 0.883, -1.678], [3.630, -0.209, 0.032], [1.330, 3.183, 3.584], [-0.593, 4.711, 3.754], [-2.729, 4.038, 2.547], [-2.952, 2.017, 1.462], [-1.877, -4.308, -2.273], [-1.432, -3.672, -1.373], [-1.796, -2.496, -0.981], [-0.159, -4.211, -0.640], [0.346, -5.457, -1.060], [1.587, -5.851, -0.602], [2.259, -5.068, 0.362], [3.510, -5.439, 0.944], [4.123, -4.608, 1.833], [3.514, -3.356, 2.221], [2.374, -2.957, 1.586], [1.663, -3.842, 0.709], [0.483, -3.427, 0.214], [-0.210, -6.009, -1.771], [1.971, -6.802, -0.924], [3.916, -6.348, 0.562], [5.099, -4.876, 2.264], [3.981, -2.688, 2.923], [2.060, -1.931, 1.727], [-0.214, 3.371, -2.321], [-0.314, 2.350, -1.383], [-1.066, 1.258, -1.588], [-1.759, 1.137, -2.716], [-1.660, 2.081, -3.746], [-0.926, 3.222, -3.514], [-2.489, 1.958, -4.982], [-3.574, 2.715, -5.202], [-4.142, 3.714, -4.278], [-4.953, 4.670, -4.799], [-5.513, 5.588, -3.913], [-5.193, 5.567, -2.608], [-4.365, 4.581, -2.236], [-3.835, 3.642, -2.981], [0.374, 4.255, -2.177], [0.166, 2.469, -0.425], [-2.403, 0.271, -2.772], [-0.851, 3.971, -4.338], [-2.147, 1.217, -5.748], [-4.141, 2.533, -6.127], [-5.210, 4.733, -5.837], [-6.260, 6.340, -4.201], [-4.166, 4.518, -1.171], [3.098, -2.383, -2.365], [1.947, -1.033, -2.712], [0.694, -1.996, -3.603], [1.324, -0.749, -1.335], [2.603, -3.257, -1.915], [3.867, -1.988, -1.669], [3.593, -2.658, -3.291], [1.139, -2.380, -4.538], [-0.078, -1.301, -3.924], [0.289, -2.813, -2.967]],
  "multiplicity": 2,
  "e_homo_ha": [-0.3615, -0.3612],
  "homo_lumo_gap_ev": [7.367, 7.359],
  "e_above_lowest_kj_mol": 69.61,
  "charge": 1
}

***

(3)
{
  "formula": "C2H3ClFO2S",
  "method": "ωB97M-V with the def2-TZVPD basis set",
  "elements": ["C", "C", "O", "O", "F", "S", "Cl", "H", "H", "H"],
  "xyz": [[2.120, 0.753, 0.349], [-0.698, -1.037, -0.127], [-0.658, 1.591, -0.153], [-2.692, 0.469, 0.847], [2.655, -0.220, -0.456], [-1.695, 0.518, -0.207], [-1.795, -2.460, -0.055], [1.546, 0.187, 1.166], [1.418, 1.404, -0.326], [-0.201, -1.205, -1.039]],
  "e_homo_ha": [-0.1291, -0.1479],
  "homo_lumo_gap_ev": [6.810, 7.227],
  "e_above_lowest_kj_mol": 359.72,
  "charge": -1
}

***

- Look up the charge of the first one.
  0

***

- What is the formula in the third record?
  C2H3ClFO2S

***

- Look up the charge of the second one.
  +1

***

- Among the records above, which one has the highest charge?
  C47H41CeN8O3PS3